[1]
{
  "formula": "C21H28N2O",
  "method": "ωB97M-V with the def2-TZVPD basis set",
  "smiles": "C#Cc1cc(COCCC)c2ncc(CCCCCCC)nc2c1",
  "symbols": ["H", "C", "C", "C", "H", "O", "C", "H", "H", "H", "C", "C", "H", "C", "C", "H", "C", "C", "H", "C", "H", "C", "H", "H", "C", "C", "H", "H", "H", "H", "H", "N", "H", "C", "C", "C", "H", "H", "H", "C", "H", "C", "H", "N", "H", "C", "C", "H", "H", "H", "H", "H"],
  "coordinates": [[4.121, -0.974, -2.899], [0.826, 0.022, 0.470], [-3.707, -0.355, -1.024], [3.132, -1.915, 0.111], [0.778, 2.809, -2.243], [-4.201, 0.868, -0.457], [-1.614, -0.575, 3.922], [-2.091, 0.765, -2.229], [3.531, -0.539, 1.806], [4.584, -0.155, -0.037], [-3.016, -0.060, 3.912], [-0.665, -0.418, 2.725], [2.716, 2.024, -0.697], [2.786, -1.364, 1.589], [3.988, 1.143, -2.273], [1.550, 2.027, -3.705], [-2.721, -0.170, -2.268], [-3.926, -0.299, 5.152], [-3.374, -0.181, -3.205], [-3.572, 0.685, 2.676], [2.500, -0.594, -2.192], [4.180, -1.008, -0.684], [-1.087, -1.495, -3.192], [-1.268, -1.099, 4.866], [1.315, -0.754, 1.676], [-4.894, -0.461, 5.889], [2.931, -2.209, 2.334], [-4.639, 1.053, 2.705], [-3.663, 2.561, 0.603], [4.182, 1.352, -3.380], [-1.336, -1.641, -1.322], [-0.434, 0.571, 0.392], [0.945, 0.983, -2.350], [-2.645, 0.852, 1.541], [2.849, 2.159, -1.823], [1.460, 1.968, -2.567], [-4.614, -0.924, -1.419], [3.166, 3.243, -1.977], [4.976, 1.395, -1.756], [-3.175, 1.599, 0.230], [-2.341, 1.919, -0.458], [3.616, -0.394, -2.053], [-3.197, -1.049, -0.288], [0.617, -0.986, 2.844], [1.520, 0.158, -0.400], [-1.829, -1.512, -2.343], [-1.204, 0.323, 1.541], [-2.525, -2.405, -2.469], [5.103, -1.629, -0.943], [-5.863, -0.375, 6.451], [3.584, -2.951, 0.225], [2.214, -2.039, -0.540]],
  "forces_ev_per_angstrom": [[-0.8, 0.7, 1.1], [-1.7, -0.1, 1.7], [0.1, -0.6, -1.2], [0.6, -0.1, 0.1], [0.6, -1.0, -0.4], [1.1, -0.5, 0.2], [-2.0, 1.2, -1.2], [-0.7, -1.1, 0.0], [-0.9, -0.9, 0.0], [-0.7, -1.1, -0.7], [1.8, -0.5, -0.4], [-2.3, 0.3, 1.4], [-0.1, 0.3, -1.3], [-0.6, 0.1, -0.8], [-0.2, 0.5, -0.6], [0.1, 0.0, 1.5], [-0.4, -1.4, -0.4], [-0.5, 0.2, -1.6], [1.0, 0.5, 1.1], [3.5, -1.3, 0.0], [1.4, 0.4, 0.3], [0.2, 0.2, -0.2], [-0.7, 0.0, 1.0], [-0.3, 0.7, -1.5], [0.5, -0.4, 0.4], [0.3, 0.9, -0.7], [-0.5, 1.3, -0.8], [1.5, -0.4, -0.3], [0.5, -1.3, -0.6], [-0.3, -0.5, 1.3], [-0.2, 0.1, -1.5], [2.2, -2.0, 2.2], [0.6, 1.2, -0.1], [-0.6, -0.5, 1.3], [0.1, -0.3, 0.3], [0.0, 0.1, -0.2], [1.0, 0.8, 0.7], [-0.2, -1.5, 0.2], [-1.3, -0.4, -0.5], [0.0, 0.8, 1.3], [-0.7, -0.7, 0.8], [0.7, -0.2, -0.6], [-0.6, 1.0, -0.3], [-0.9, 2.2, -4.2], [-0.9, -0.1, 1.0], [-0.7, 0.5, 0.6], [-0.9, 0.0, 0.8], [0.9, 1.1, 0.0], [-1.2, 0.8, 0.4], [1.9, -0.4, -0.7], [-0.6, 1.2, -0.1], [0.9, 0.1, 0.9]]
}



[2]
{
  "formula": "C6H10O",
  "method": "ωB97M-V with the def2-TZVPD basis set",
  "smiles": "C[C@H]1CC=C[C@H]1O",
  "symbols": ["H", "H", "H", "H", "H", "H", "H", "H", "C", "C", "O", "C", "H", "H", "C", "C", "C"],
  "coordinates": [[-1.210, -2.169, 1.581], [-1.282, 0.301, -0.897], [-2.219, -1.098, 0.590], [0.664, 1.288, -2.479], [-1.400, -2.451, -0.134], [0.822, -1.484, 0.239], [-0.605, -0.928, -1.955], [1.633, 2.355, -0.387], [0.593, 0.866, -1.483], [-0.361, -0.229, -1.148], [0.555, 1.524, 1.921], [-0.020, -0.781, 0.229], [0.338, 2.392, 1.547], [1.743, 0.085, 1.268], [1.154, 1.374, -0.394], [-1.270, -1.648, 0.623], [0.866, 0.604, 0.879]],
  "forces_ev_per_angstrom": [[0.2, 0.3, 0.1], [-0.5, 0.1, -0.6], [0.3, 0.1, 0.2], [0.0, 0.1, 0.1], [0.4, 0.5, 0.3], [-0.1, 0.2, -0.4], [0.3, -0.1, 0.3], [0.3, -0.4, 0.2], [-0.1, 0.2, 0.1], [-0.2, 0.2, 0.0], [-0.8, -0.3, -0.1], [0.2, 0.4, 0.1], [-0.1, -0.5, 0.0], [0.1, 0.1, -0.1], [0.0, -0.2, -0.1], [0.2, 0.3, 0.3], [-0.1, -0.7, -0.3]]
}



| no. | electronic energy (Ha) | orbital gap (eV) |
| --- | --- | --- |
| 1 | -1001.5100 | 7.95 |
| 2 | -309.7789 | 10.04 |